The following is a DFT calculation (ωB97M-V with the def2-TZVPD basis set) of a 2-piece molecular cluster, Cl2H2Si overall in a non-equilibrium geometry.

Properties
Strongest force on any atom   4.232 eV/Å
ΔE to the lowest compared entry with this formula, charge and spin   86.2 kcal/mol
Spin multiplicity   1
LUMO level   -2.13 eV
E_HOMO   -0.330 Eh

```
5
Properties=species:S:1:pos:R:3:forces:R:3
Cl -2.763806 -0.013916 -0.312431 2.0 -0.1 0.3
Cl 0.914946 0.870406 1.645885 0.2 1.2 1.2
Si 0.548760 -0.039254 -0.009743 -3.0 -0.3 -2.9
H 1.150125 -1.345824 0.081543 0.0 -0.5 -0.2
H 0.149976 0.528588 -1.405255 0.8 -0.2 1.6
```
Forces are in eV/Å.